ORCA calculation (the ωB97M-V functional and the def2-TZVPD basis) on a 2-piece molecular cluster, C8H11O2PS overall.

Calculated values
F_max: 0.102 hartree/bohr
Lowest unoccupied orbital energy (spin up / spin down): -0.56 / -0.63 eV
Relative energy (zero: lowest compared OMol25 entry of this formula, charge and spin): 112.3 kcal/mol
E: -1201.25855 Eh

```
23
C8H11O2PS the ωB97M-V functional and the def2-TZVPD basis
C 0.3176 -1.8030 1.5513
C -0.6797 -0.8219 1.8018
C 1.0649 -1.7629 0.4101
C -0.7652 0.3008 0.9025
C 0.8632 -0.7619 -0.5430
C -0.0717 0.2264 -0.3088
C -2.3457 1.4328 2.1290
C 2.3636 -1.8594 -2.1330
O -1.5208 1.4226 0.9842
O 1.6830 -0.6702 -1.6245
P -0.1179 2.0208 -2.7312
S -0.6605 3.7913 -1.7947
H 0.3415 -2.5479 2.2675
H -1.3550 -0.7461 2.6635
H 1.8111 -2.5204 0.4226
H -1.8762 1.7209 2.9994
H -2.9030 0.6092 2.3424
H -3.1150 2.3331 2.1176
H 3.3305 -1.9382 -1.6606
H 2.4880 -1.9465 -3.2024
H 2.0230 -2.7997 -1.7366
H 1.1793 2.3818 -2.6897
H -2.0548 3.9383 -2.1674
```

ORCA calculation (the ωB97M-V functional and the def2-TZVPD basis) on one molecule with the formula C8H11O3PS.

Calculated values
F_max: 0.065 hartree/bohr
Lowest unoccupied orbital energy: 0.28 eV
Relative energy (zero: lowest compared OMol25 entry of this formula, charge and spin): 43.9 kcal/mol
E: -1276.60282 Eh

```
24
C8H11O3PS the ωB97M-V functional and the def2-TZVPD basis
C 3.1367 -1.7983 -0.2174
C 2.0529 -2.2164 0.4720
C 3.1715 -0.5896 -0.7917
C 0.8073 -1.5294 0.4215
C 1.9649 0.1905 -0.7551
C 0.8886 -0.2274 -0.0343
C -1.2667 2.0148 -1.1934
C -1.4623 1.4941 1.8456
O -3.6804 0.4869 0.1211
O -2.5990 -1.5462 0.9141
O -2.6819 -1.1382 -1.4461
P -1.0452 0.7555 0.1214
S -2.7643 -0.6159 -0.1420
H 4.0208 -2.3830 -0.1948
H 2.2365 -3.1762 0.9411
H 3.9814 -0.4933 -1.4860
H -0.1563 -1.8474 0.6767
H 2.0600 1.2181 -0.9700
H -2.0289 2.7241 -0.9237
H -1.6169 1.4566 -2.0306
H -0.3704 2.6240 -1.3633
H -2.5371 1.6204 1.7845
H -1.0442 2.4623 2.0844
H -1.0669 0.5142 2.1661
```

ORCA calculation (the ωB97M-V functional and the def2-TZVPD basis) on one molecule with the formula C8H11PS.

Calculated values
F_max: 0.095 hartree/bohr
Lowest unoccupied orbital energy: -0.65 eV
Relative energy (zero: lowest compared OMol25 entry of this formula, charge and spin): 19.3 kcal/mol
SMILES string: C[C@H]1C=CC=C[C@]1(C)P=S
E: -1050.89149 Eh

```
21
C8H11PS the ωB97M-V functional and the def2-TZVPD basis
C 1.5156 0.9086 -1.1425
C 0.0176 0.3472 -0.8760
C -0.2175 -1.1184 -1.3217
C 0.2130 -2.1490 -0.5253
C 0.5620 -1.9028 0.8571
C 0.0996 -0.7663 1.4326
C -0.4849 0.2902 0.5679
C -0.6448 1.6276 1.2415
P -2.3425 -0.7274 0.3283
S -3.5020 0.6258 -0.3059
H 1.5283 1.4219 -2.0446
H 2.2708 0.2062 -1.0993
H 1.6979 1.5525 -0.2103
H -0.6668 1.0494 -1.4426
H -0.2439 -1.3170 -2.4047
H 0.4079 -3.0221 -1.0900
H 1.2346 -2.5176 1.4559
H 0.4324 -0.4908 2.4250
H -0.9984 2.3188 0.4744
H 0.3481 2.1356 1.5827
H -1.2271 1.5275 2.0976
```

ORCA calculation (the ωB97M-V functional and the def2-TZVPD basis) on one molecule with the formula C8H12.

Calculated values
F_max: 0.033 hartree/bohr
Lowest unoccupied orbital energy: 1.03 eV
Relative energy (zero: lowest compared OMol25 entry of this formula, charge and spin): 22.6 kcal/mol
SMILES string: C=C/C(=C\C)C(=C)C
E: -311.95036 Eh

```
20
C8H12 the ωB97M-V functional and the def2-TZVPD basis
C -0.5166 -2.2007 -0.9497
C -0.0748 -1.5234 0.1085
C 0.2344 -0.0862 0.1020
C 1.1049 0.4731 0.9654
C 1.9062 -0.2919 1.9783
C -0.5443 0.8534 -0.7633
C -0.1915 1.0616 -2.0275
C -1.7237 1.5009 -0.1396
H -0.8110 -1.6427 -1.8365
H -0.8213 -3.2380 -0.9405
H -0.0616 -2.0232 1.0669
H 1.2852 1.5359 0.9545
H 1.4556 -1.2644 2.1551
H 2.8323 -0.5727 1.4446
H 2.1498 0.2823 2.8631
H 0.6880 0.5708 -2.4239
H -0.7346 1.7207 -2.6957
H -1.3378 2.2024 0.6012
H -2.4685 1.8752 -0.8336
H -2.3707 0.7669 0.3706
```

ORCA calculation (the ωB97M-V functional and the def2-TZVPD basis) on one molecule with the formula C8H12.

Calculated values
F_max: 0.107 hartree/bohr
Lowest unoccupied orbital energy: -0.08 eV
Relative energy (zero: lowest compared OMol25 entry of this formula, charge and spin): 63.7 kcal/mol
SMILES string: C=C/C=C/C(=C)CC
E: -311.88493 Eh

```
20
C8H12 the ωB97M-V functional and the def2-TZVPD basis
C 1.0837 -2.2910 -3.1138
C 0.2234 -1.3157 -2.6264
C 0.0019 -0.9209 -1.2335
C -0.6604 0.2952 -0.9419
C -0.6450 0.9105 0.3944
C -1.1255 2.2119 0.5332
C 0.0796 0.1716 1.6035
C 0.2651 0.7246 3.0531
H 1.2983 -2.7962 -3.9970
H 1.6108 -2.8479 -2.2750
H -0.5106 -0.8155 -3.3857
H 0.5205 -1.5325 -0.4854
H -0.8436 0.9676 -1.8616
H -2.0853 2.3937 0.0004
H -0.6542 3.0628 1.0795
H 1.0798 -0.1637 1.3141
H -0.4245 -0.7667 1.6481
H 0.2894 -0.0141 3.8094
H -0.5935 1.3259 3.3536
H 1.0902 1.4005 3.1308
```

ORCA calculation (the ωB97M-V functional and the def2-TZVPD basis) on one molecule with the formula C8H12.

Calculated values
F_max: 0.083 hartree/bohr
Lowest unoccupied orbital energy: -0.29 eV
Relative energy (zero: lowest compared OMol25 entry of this formula, charge and spin): 146.5 kcal/mol
SMILES string: C=CC(=C)C(=C)CC
E: -311.75294 Eh

```
20
C8H12 the ωB97M-V functional and the def2-TZVPD basis
C 2.4977 -0.0758 -1.1327
C 1.1797 0.1676 -1.5165
C 0.0000 -0.5856 -1.1116
C -0.2922 -1.8200 -1.6751
C -0.7772 -0.1232 0.0954
C -1.7480 -0.9029 0.5914
C -0.2708 1.1820 0.6606
C -0.5095 1.3842 2.1722
H 2.6632 0.0513 -0.0566
H 3.2247 -0.7018 -1.6354
H 0.9021 1.0959 -2.0832
H 0.5614 -2.2213 -2.2223
H -1.3445 -2.0130 -1.7143
H -2.8180 -0.7827 0.7812
H -1.4493 -1.9741 0.5225
H -0.6338 2.0134 0.0224
H 0.8009 1.0027 0.7018
H -1.5709 1.6672 2.1705
H -0.5125 0.4640 2.8119
H 0.0970 2.1721 2.6181
```